1.
A molecular structure, C31H51Cl2MoN4P at a distorted geometry. Source: OMol25; level of theory: ωB97M-V with the def2-TZVPD basis set.

The orbital gap (alpha / beta) is 4.557 / 5.446 eV. As for the spin multiplicity: 3. The calculation puts the total energy at -2760.690267 Ha. The LUMO energy (alpha / beta) comes out at -0.99 / -0.10 eV. As for the expectation value of S²: 2.3641. The total charge is 0.

XYZ file:
```
90
Properties=species:S:1:pos:R:3:forces:R:3:mulliken_charge:R:1
P 2.65723 -1.24148 -0.77204 0.88 -0.12 -0.13 -1.350
C 3.13710 0.16217 0.21516 0.00 -0.21 1.49 1.007
C 4.62192 -0.25788 0.42372 0.53 1.03 0.73 -0.933
C 5.44583 0.71815 1.26680 -0.22 -0.04 -0.02 -0.932
C 5.28305 2.15169 0.74864 0.01 -0.11 0.06 -0.712
C 3.81360 2.58891 0.63586 0.17 -0.33 0.14 -0.909
C 2.97635 1.63407 -0.22427 0.05 -0.51 -0.39 -0.144
C 1.83751 -0.83512 -2.29125 -0.04 -0.77 -0.83 0.583
C 3.08870 -1.17922 -3.15737 -0.76 -0.27 -2.03 -1.071
C 2.75058 -1.28274 -4.64425 -0.04 0.32 0.14 -0.886
C 2.03883 -0.00581 -5.11185 0.14 -0.10 -0.10 -0.763
C 0.84811 0.41682 -4.23380 0.05 -0.24 0.03 -0.686
C 1.17063 0.47780 -2.73167 0.21 -0.02 0.31 -0.129
C 2.24500 -2.81215 0.09378 -0.98 0.24 0.72 0.484
C 2.02042 -2.68393 1.61274 -0.15 -0.16 0.12 -0.226
C 2.05745 -4.09082 2.22815 0.28 -0.02 -0.30 -1.026
C 1.05544 -5.06202 1.57199 -0.26 0.20 0.20 -0.613
C 0.99321 -4.97327 0.03922 0.39 0.06 -0.01 -1.021
C 1.00987 -3.52844 -0.47009 -0.13 -0.20 0.08 -0.461
H 2.45722 -0.03606 1.06263 0.90 0.73 0.70 0.102
H 5.11155 -0.31434 -0.56460 -0.41 -0.08 0.22 0.403
H 4.70343 -1.25916 0.87361 -0.19 0.18 -0.25 0.360
H 6.49805 0.40114 1.19314 -0.21 0.22 0.27 0.388
H 5.11888 0.64112 2.31332 0.18 0.15 -0.06 0.339
H 5.83491 2.83574 1.40494 -0.09 0.02 -0.19 0.356
H 5.73850 2.20781 -0.24889 0.02 0.05 0.07 0.338
H 3.37631 2.62466 1.64162 0.03 0.10 -0.06 0.373
H 3.77205 3.59569 0.19986 -0.09 -0.13 0.18 0.389
H 1.91716 1.92492 -0.17940 0.20 -0.14 -0.06 -0.242
H 3.28448 1.73953 -1.27717 0.07 0.00 0.27 0.274
H 1.05956 -1.61173 -2.32367 0.14 -0.07 -0.75 0.221
H 2.11418 -2.16816 -4.78762 0.08 0.15 -0.14 0.343
H 3.54614 -2.12849 -2.84170 -0.20 0.48 -0.06 0.452
H 3.84935 -0.38937 -3.04021 -0.21 -0.17 0.30 0.325
H 3.69762 -1.42810 -5.18704 -0.40 -0.04 -0.16 0.387
H 1.70929 -0.14521 -6.14924 0.00 0.22 0.12 0.370
H 2.77878 0.80395 -5.10508 -0.04 0.01 -0.08 0.309
H 0.48461 1.39854 -4.57044 -0.03 -0.26 0.06 0.396
H 0.03821 -0.31215 -4.36983 -0.01 0.12 -0.05 0.369
H 0.24999 0.64194 -2.15605 0.15 -0.04 -0.10 -0.627
H 1.81634 1.33512 -2.51504 -0.04 -0.16 -0.20 0.390
H 3.15713 -3.44212 -0.08048 -0.81 0.36 0.19 0.606
H 2.77876 -2.04706 2.07793 0.06 -0.11 0.03 0.537
H 1.05079 -2.19288 1.83207 0.38 -0.21 -0.32 -0.094
H 3.06829 -4.49154 2.05398 -0.11 0.08 0.19 0.372
H 1.90496 -4.03541 3.31577 -0.01 -0.14 -0.26 0.366
H 0.05640 -4.85531 1.97661 0.05 -0.05 -0.01 0.263
H 1.32301 -6.08587 1.85877 -0.19 0.11 0.04 0.385
H 0.11772 -5.50811 -0.35396 0.19 0.05 0.17 0.383
H 1.88969 -5.46787 -0.35958 -0.16 -0.04 -0.07 0.375
H 1.00727 -3.52320 -1.55970 0.06 -0.13 -0.13 0.551
H 0.08203 -3.00683 -0.17047 0.46 -0.04 0.01 -0.067
Mo -1.72689 0.53371 0.85011 3.07 0.06 -1.24 0.076
Cl -1.81716 -1.03159 -0.91040 -0.10 0.15 -0.05 -0.627
Cl -0.16529 0.23436 2.57380 -0.49 0.05 0.17 -0.543
C -0.97005 2.31406 0.32603 -0.94 -0.39 0.47 -0.603
H -0.21260 2.86685 0.90287 -0.02 -0.69 0.11 0.520
C -1.46300 3.12869 -0.76101 -0.49 0.63 -0.63 1.507
C -2.26006 2.57134 -1.80040 0.23 0.23 0.52 0.072
C -2.81939 3.38997 -2.77027 -0.27 0.15 -0.40 -0.978
C -2.61287 4.77362 -2.75746 0.44 -0.02 0.61 -0.470
C -1.80384 5.34813 -1.75234 -0.13 -0.69 -0.20 -0.568
C -1.21256 4.54058 -0.77993 -0.66 -0.75 -0.55 -0.700
H -2.42850 1.48444 -1.81672 0.12 0.52 -0.12 0.403
H -3.43534 2.94842 -3.56566 0.30 0.19 0.38 0.372
H -1.63626 6.42031 -1.74139 0.00 -0.10 -0.01 0.390
H -0.59053 4.97493 -0.00628 -0.01 -0.02 -0.01 0.405
H -3.06005 5.40850 -3.51767 0.06 -0.14 0.11 0.391
C -3.63824 -1.01994 2.71070 -0.93 -0.50 0.81 -0.859
N -3.53755 0.23495 1.89533 -0.94 0.74 0.95 0.855
C -3.64857 1.39928 2.84068 -1.39 0.36 0.81 -0.667
N -4.93861 1.39333 3.59451 0.61 -0.96 -1.00 0.024
C -4.97985 0.11046 4.34687 -0.10 0.07 -0.31 -0.721
N -4.92353 -1.08894 3.47367 0.57 1.04 -1.20 0.036
C -6.02351 -1.01745 2.47173 0.23 0.32 0.03 -0.700
N -6.01433 0.24419 1.67461 1.61 -0.21 0.46 0.013
C -4.69528 0.27644 0.95709 -1.65 -0.04 0.36 -0.721
C -6.03366 1.41025 2.59222 0.18 -0.25 0.06 -0.737
H -2.82454 -1.05716 3.44048 0.08 0.08 -0.34 0.260
H -3.61263 -1.88946 2.04634 0.24 0.20 -0.01 0.340
H -3.59071 2.32830 2.26116 0.12 -0.23 0.12 0.322
H -2.84887 1.33421 3.57652 0.21 0.05 -0.23 0.285
H -5.90453 0.07214 4.93158 0.17 0.02 -0.03 0.323
H -4.10264 0.08145 5.00810 -0.35 0.01 -0.02 0.382
H -5.89039 -1.85552 1.76618 -0.23 0.25 0.35 0.383
H -6.98180 -1.09883 2.99454 0.14 -0.02 -0.11 0.321
H -4.66828 1.20395 0.37329 0.24 -0.21 0.00 0.315
H -4.66794 -0.60596 0.31464 0.27 0.20 -0.09 0.298
H -6.99332 1.42760 3.11790 0.12 0.06 -0.10 0.312
H -5.91032 2.31245 1.97501 -0.22 -0.17 0.27 0.386
```
Forces are in eV/Å.

---

2.
A molecular structure, C31H51Cl2N3P2Pb at a distorted geometry. Source: OMol25; level of theory: ωB97M-V with the def2-TZVPD basis set.

The orbital gap (alpha / beta) is 3.779 / 3.784 eV. The calculation puts the total energy at -3171.986947 Ha. The LUMO energy (alpha / beta) comes out at -2.56 / -2.56 eV. The total charge is 0.

XYZ file:
```
90
Properties=species:S:1:pos:R:3:forces:R:3:mulliken_charge:R:1
P -0.32091 -2.36844 0.02768 0.62 2.99 0.12 0.039
C 1.19238 -2.93982 0.93026 -0.79 -0.27 -0.04 0.125
C 1.21728 -4.42557 1.28137 0.55 0.03 0.21 -0.477
C 2.38378 -4.69727 2.24102 -0.07 -0.07 0.11 -0.847
C 3.72703 -4.18781 1.70384 -0.01 -0.03 -0.07 -0.845
C 3.66311 -2.73670 1.21814 -0.15 0.13 0.01 -0.633
C 2.49823 -2.52228 0.24443 0.10 -0.25 0.30 0.314
C -0.28359 -2.74398 -1.77198 -0.20 -0.64 0.51 0.003
C -0.21140 -4.23125 -2.11263 0.07 0.14 -0.62 -0.712
C -0.38796 -4.40559 -3.62700 -0.11 -0.12 0.02 -0.858
C 0.56791 -3.54103 -4.45919 0.19 -0.02 0.08 -0.712
C 0.62940 -2.07750 -4.00846 -0.13 0.11 0.21 -0.799
C 0.82265 -1.94944 -2.49458 -0.11 -0.20 -0.08 -0.155
C -1.85102 -2.96320 0.85580 0.29 -1.24 -0.29 0.563
C -1.78817 -2.52814 2.33861 0.02 0.28 -0.06 -0.778
C -3.14591 -2.58746 3.05547 0.18 -0.19 -0.17 -0.941
C -4.27248 -1.92716 2.25988 0.01 -0.03 -0.05 -0.613
C -4.38286 -2.49750 0.84277 0.16 -0.11 0.03 -0.875
C -3.06321 -2.40974 0.06955 0.15 0.15 0.14 -0.983
H 1.11656 -2.32817 1.85549 0.03 -0.40 -0.32 0.206
H 1.35337 -5.01015 0.35957 -0.07 0.03 0.14 0.111
H 0.26926 -4.74097 1.73886 0.19 0.05 -0.11 0.332
H 2.44574 -5.77018 2.45029 0.08 0.07 0.06 0.383
H 2.17415 -4.19627 3.19559 -0.02 -0.05 -0.08 0.356
H 4.49400 -4.27441 2.48158 -0.06 -0.08 -0.10 0.402
H 4.04206 -4.82841 0.86985 -0.01 0.04 0.03 0.319
H 3.52428 -2.06084 2.07462 0.03 -0.10 -0.10 0.375
H 4.60488 -2.45802 0.72976 -0.02 -0.06 0.11 0.391
H 2.46127 -1.46802 -0.07158 -0.15 -0.30 -0.01 -0.871
H 2.66327 -3.15724 -0.63941 -0.02 0.21 0.12 0.217
H -1.26319 -2.35791 -2.12456 0.37 -0.08 0.12 0.609
H -1.41874 -4.13576 -3.88496 0.00 -0.03 0.04 0.365
H -0.98977 -4.78463 -1.56850 0.16 0.06 -0.13 0.300
H 0.76113 -4.64050 -1.79692 -0.16 0.10 -0.05 0.175
H -0.26150 -5.46052 -3.88613 -0.03 0.04 -0.15 0.387
H 0.27405 -3.57469 -5.51431 0.09 -0.11 0.10 0.386
H 1.57434 -3.97179 -4.39037 -0.01 0.03 -0.03 0.311
H 1.43909 -1.54614 -4.52354 -0.12 -0.11 -0.06 0.374
H -0.30809 -1.57354 -4.27508 0.05 -0.02 -0.04 0.408
H 0.82399 -0.89320 -2.18080 -0.11 -0.31 -0.01 -0.253
H 1.80309 -2.36880 -2.23069 -0.23 0.12 -0.08 0.154
H -1.83971 -4.07063 0.79760 -0.49 0.24 0.24 0.563
H -1.06992 -3.16347 2.88644 -0.18 0.24 -0.25 0.210
H -1.39876 -1.49752 2.39745 -0.07 -0.21 -0.11 0.266
H -3.39027 -3.64175 3.23674 -0.12 0.08 0.01 0.362
H -3.04168 -2.10376 4.03274 -0.05 -0.11 -0.06 0.386
H -4.09024 -0.84524 2.20161 0.00 -0.11 -0.01 0.293
H -5.22572 -2.06838 2.78699 0.16 0.09 -0.08 0.333
H -5.15176 -1.95766 0.28130 -0.01 -0.09 0.05 0.371
H -4.69306 -3.54793 0.89031 -0.05 0.04 0.08 0.380
H -3.16477 -2.95005 -0.88534 0.07 0.15 0.24 0.260
H -2.87251 -1.35317 -0.17993 0.06 -0.18 0.07 0.342
Pb 1.50171 2.14752 1.16476 -1.31 -0.21 0.52 0.655
Cl -0.64096 1.37883 -0.10626 0.39 0.27 0.15 -0.547
Cl 1.24736 0.22351 2.83896 0.18 0.19 -0.12 -0.499
C 2.79457 1.08839 -0.35244 0.04 -0.81 -0.45 -1.029
H 3.52627 0.41492 0.11338 0.39 0.48 -0.14 0.462
C 3.11726 1.62939 -1.61013 0.48 0.24 -1.33 0.868
C 2.09726 1.96201 -2.57495 0.33 0.20 0.87 0.163
C 2.43786 2.56952 -3.77334 0.17 -0.02 -0.29 -0.837
C 3.77574 2.88479 -4.06780 -0.18 -0.36 0.68 -0.276
C 4.78703 2.55549 -3.14371 0.01 0.33 -0.44 -0.571
C 4.48212 1.90854 -1.96367 -0.50 -0.47 0.21 -0.461
H 1.05678 1.72575 -2.32699 0.35 0.10 -0.04 0.340
H 1.65741 2.81068 -4.49916 0.25 -0.11 0.27 0.415
H 5.82194 2.81455 -3.37205 -0.28 -0.14 0.06 0.377
H 5.27263 1.61476 -1.26462 -0.30 0.17 -0.27 0.394
H 4.02971 3.36984 -5.01307 -0.07 -0.14 0.35 0.397
C -2.97739 6.75965 0.72931 0.62 -0.45 0.65 -0.880
N -3.21276 5.43371 1.33534 -0.36 0.27 0.14 0.111
C -2.90237 5.50946 2.77375 0.52 0.33 -0.60 -0.894
N -1.51574 5.94883 3.02681 -0.27 0.38 0.42 0.109
C -1.30044 7.26421 2.38710 -0.53 -0.81 -0.44 -0.883
N -1.59338 7.23489 0.93952 -0.31 0.46 0.18 0.079
C -0.62815 6.42219 0.20933 -0.04 -0.23 0.20 -0.946
P -0.60774 4.62166 0.73793 -0.08 0.43 0.06 0.680
C -2.47003 4.37336 0.65568 0.45 0.13 0.04 -0.837
C -0.53120 4.96441 2.59463 -0.15 0.01 -0.61 -0.949
H -3.64941 7.47598 1.23021 0.13 -0.21 -0.36 0.302
H -3.17545 6.69603 -0.34914 -0.04 0.14 0.28 0.373
H -3.06074 4.52322 3.23027 -0.02 0.29 -0.04 0.367
H -3.57017 6.27016 3.21186 0.15 -0.41 -0.02 0.293
H -0.25389 7.56299 2.53466 -0.30 0.06 0.03 0.371
H -2.00112 7.97796 2.85062 0.39 -0.14 -0.08 0.294
H -0.87060 6.46457 -0.86009 0.14 0.01 0.12 0.389
H 0.37732 6.83902 0.35689 -0.15 -0.03 -0.12 0.397
H -2.68513 3.39560 1.10659 -0.09 0.20 -0.19 0.442
H -2.75930 4.35283 -0.40489 0.01 -0.15 0.26 0.385
H 0.47566 5.34056 2.82644 -0.16 -0.19 0.07 0.403
H -0.69176 4.00984 3.11862 0.09 0.26 0.01 0.524
```
Forces are in eV/Å.